## P
16
Properties=species:S:1:pos:R:3:lowdin_charge:R:1 method="wB97M-V/def2-TZVPD" e_homo_ev=-9.886 homo_lumo_gap_ev=10.17 charge=0
O 1.7025 -0.6820 -2.0828 0.12
C 0.7650 -0.2736 -1.4457 -0.32
C -0.4575 0.4827 -1.9459 -0.05
C -1.3678 -0.7464 -2.1545 -0.37
N -0.7025 -1.6912 -1.2683 0.00
C -2.7878 -0.5165 -1.8507 0.06
C -3.9117 -0.3376 -1.4245 -0.01
C -5.1432 0.0208 -0.9017 -0.24
N -6.1717 0.4164 -0.5403 0.16
H -0.8330 1.1752 -1.1814 0.12
H -0.2645 1.0174 -2.8846 0.13
H -1.2678 -1.0818 -3.1969 0.16
H -0.8170 -2.6811 -1.4562 0.10
H -0.4280 -1.4165 -0.0282 0.24
O 0.8271 -0.4176 0.3217 -0.14
H 0.3693 0.3486 0.6862 0.04

## Q
16
Properties=species:S:1:pos:R:3:lowdin_charge:R:1 method="wB97M-V/def2-TZVPD" e_homo_ev=-9.399 homo_lumo_gap_ev=9.37 charge=0 smiles="O=c1cc[nH]c(=O)[nH]1.C#C"
C 2.6818 0.3993 -0.6942 -0.03
C 3.7688 0.7297 -0.3465 0.00
C 0.0727 -0.9950 0.6103 -0.42
C -1.0847 -1.6200 -0.0742 0.00
C -2.0193 -0.7166 -0.6319 -0.16
C -1.1250 1.2504 0.4109 -0.48
H 1.6529 0.1556 -0.9361 0.02
H 4.7315 1.1131 -0.0599 0.02
H 0.7503 0.8360 1.3740 0.22
H -1.0633 -2.7299 -0.3058 0.13
H -2.9466 -1.2082 -1.0297 0.14
H -3.2614 0.9581 -0.3828 0.25
N 0.0698 0.4828 0.5568 0.12
N -2.1758 0.5503 -0.3448 0.08
O 1.0565 -1.6006 1.1695 -0.01
O -1.1085 2.3951 0.6842 0.12

Most stable structure, least stable structure: Q, P.

## P
12
Properties=species:S:1:pos:R:3:lowdin_charge:R:1 method="wB97M-V/def2-TZVPD" e_homo_ev=-9.403 homo_lumo_gap_ev=9.63 charge=0 smiles="C=CO[SiH](S)S"
C 1.6226 1.8099 -0.2967 0.02
C 0.3392 1.5539 -0.1458 -0.14
O -0.1439 0.1324 -0.0100 -0.42
Si -0.3313 -1.5654 -0.0627 -0.12
S -2.2565 -1.5385 -0.9813 0.42
S -0.5147 -2.4043 1.9051 0.38
H 2.0664 2.8031 -0.2676 0.07
H 2.1835 0.9212 -0.3297 0.05
H -0.5948 2.0540 -0.0177 0.10
H 0.7829 -2.0091 -0.9319 -0.03
H -2.3172 -0.3905 -1.6655 -0.20
H -0.8363 -1.3666 2.8038 -0.13

## Q
12
Properties=species:S:1:pos:R:3:lowdin_charge:R:1 method="wB97M-V/def2-TZVPD" e_homo_ev=-8.775 homo_lumo_gap_ev=9.37 charge=0 smiles="C=C[Si@@H](S)OS"
C 2.3338 -0.4898 -0.5032 -0.07
C 0.9903 -0.5648 -0.5952 -0.28
O -1.7528 -0.2287 0.1430 -0.82
Si -0.1927 0.3685 0.5509 0.25
S -3.0673 -0.5632 1.0317 0.71
S -0.0326 2.5336 0.2362 0.47
H 3.0063 -1.2585 -0.9219 0.06
H 2.8478 0.3738 -0.0075 0.06
H 0.5378 -1.2063 -1.3520 0.05
H -3.7613 -1.3675 0.1665 -0.13
H 0.0398 0.0044 1.8725 -0.03
H -0.9492 2.3984 -0.6210 -0.27

Most stable structure, least stable structure: P, Q.

## P
8
Properties=species:S:1:pos:R:3:lowdin_charge:R:1 method="wB97M-V/def2-TZVPD" e_homo_ev=-9.638 homo_lumo_gap_ev=9.99 charge=0 smiles="O=PN1CN1"
C 0.2964 0.0323 -0.0643 -0.12
N -0.3531 -0.9932 0.5909 -0.08
N -0.6965 0.3052 1.2096 -0.33
O -0.9547 2.0818 3.0270 -0.52
P -1.2243 0.6702 2.7215 0.71
H 1.4040 0.1461 0.0352 0.11
H -0.1929 0.4459 -1.0402 0.13
H -1.1399 -1.2666 -0.0066 0.10

## Q
8
Properties=species:S:1:pos:R:3:lowdin_charge:R:1 method="wB97M-V/def2-TZVPD" e_homo_ev="-9.551 / -9.550" homo_lumo_gap_ev="8.60 / 8.60" charge=0
C 1.2920 0.0371 2.8171 -0.43
N 1.5982 0.3632 3.8554 -0.14
N -0.7958 -0.2567 0.0327 -0.22
O 1.3921 0.2134 -0.4689 -0.39
P 0.6370 -0.9911 0.2940 0.87
H -1.6285 -0.8914 0.1346 0.08
H -0.8151 0.8033 -0.0377 0.11
H 2.4232 0.1058 -0.5059 0.12

Most stable structure, least stable structure: Q, P.

## P
57
Properties=species:S:1:pos:R:3:lowdin_charge:R:1 method="wB97M-V/def2-TZVPD" e_homo_ev=-8.258 homo_lumo_gap_ev=8.66 charge=0 smiles="O=c1[nH]c(CN(CCO)CCO)nc2c1C1(CCCCC1)Cc1ccccc1-2"
O 0.8178 2.4035 0.4472 0.06
C 0.6139 1.2075 0.5622 -0.38
N 1.6998 0.3365 0.4660 0.22
C 1.5724 -1.0007 0.3674 -0.29
N 0.4332 -1.5985 0.3822 0.17
C -0.6848 -0.8363 0.5819 -0.14
C -0.6534 0.5267 0.7558 0.00
C -1.9388 1.3091 0.9698 -0.37
C -2.9567 0.3936 1.6705 -0.07
C -3.1045 -0.9341 1.0008 -0.16
C -4.3232 -1.5824 0.8909 -0.03
C -4.4006 -2.8415 0.3181 -0.08
C -3.2535 -3.4667 -0.1435 -0.08
C -2.0319 -2.8287 -0.0430 -0.02
C -1.9517 -1.5603 0.5235 -0.11
H -1.1268 -3.2945 -0.3999 0.10
H -3.3148 -4.4511 -0.5840 0.10
H -5.3573 -3.3363 0.2350 0.10
H -5.2192 -1.1017 1.2580 0.11
H -2.6055 0.2177 2.6944 0.14
H -3.9262 0.8836 1.7376 0.11
C -2.4269 1.7507 -0.4245 -0.12
C -3.6376 2.6770 -0.3679 -0.19
C -3.3389 3.8981 0.4945 -0.20
C -2.9307 3.4682 1.8992 -0.19
C -1.7089 2.5555 1.8417 -0.13
H -0.8792 3.1255 1.4266 0.10
H -1.4293 2.2427 2.8512 0.13
H -3.7682 2.9679 2.3900 0.10
H -2.6832 4.3487 2.4962 0.11
H -2.5211 4.4638 0.0433 0.12
H -4.2156 4.5483 0.5394 0.11
H -4.5022 2.1438 0.0324 0.11
H -3.8911 2.9915 -1.3830 0.11
H -1.6043 2.2783 -0.9126 0.13
H -2.6630 0.8639 -1.0193 0.13
C 2.8489 -1.7736 0.1700 -0.09
N 3.6041 -1.1319 -0.8903 -0.20
C 3.1791 -1.5086 -2.2230 -0.17
C 3.2042 -0.2981 -3.1698 -0.26
H 2.6305 0.5210 -2.7131 0.12
H 4.2282 0.0452 -3.3350 0.11
O 2.7135 -0.6110 -4.4480 -0.06
H 1.7951 -0.8932 -4.3710 0.09
H 2.1474 -1.8659 -2.1589 0.12
H 3.7929 -2.3183 -2.6478 0.13
C 5.0344 -1.0634 -0.6852 -0.17
H 5.4914 -0.7680 -1.6319 0.12
C 5.3546 0.0036 0.3763 -0.23
O 4.5628 1.1554 0.2210 -0.07
H 4.6710 1.4960 -0.6747 0.10
H 6.4238 0.2517 0.3330 0.12
H 5.1336 -0.3624 1.3815 0.11
H 5.4770 -2.0256 -0.3798 0.13
H 2.6069 -2.8243 -0.0397 0.13
H 3.4224 -1.7350 1.0984 0.13
H 2.6299 0.7555 0.3782 0.13

## Q
57
Properties=species:S:1:pos:R:3:lowdin_charge:R:1 method="wB97M-V/def2-TZVPD" e_homo_ev=-8.093 homo_lumo_gap_ev=8.54 charge=0 smiles="CCOc1ccc2[nH]cc(C(=O)N3CCN(C4CCCCC4)CC3)c(=O)c2c1"
C 7.4888 -2.8345 -0.3925 -0.06
C 5.9907 -2.5763 -0.3805 -0.26
H 5.7883 -1.5105 -0.2090 0.13
O 5.4296 -3.3489 0.6660 -0.05
C 4.0903 -3.2965 0.8661 -0.26
C 3.2013 -2.5288 0.1374 0.06
C 1.8346 -2.5498 0.4280 -0.06
C 1.3598 -3.3586 1.4674 -0.19
C 2.2621 -4.1327 2.2044 -0.01
C 3.6010 -4.1014 1.9092 0.01
H 4.3075 -4.6944 2.4677 0.12
H 1.8960 -4.7580 3.0060 0.11
N 0.0144 -3.3825 1.7438 0.09
C -0.8592 -2.6440 1.0279 0.00
C -0.4750 -1.7995 0.0369 -0.05
C 0.9217 -1.7147 -0.3752 -0.34
O 1.3254 -1.0263 -1.3040 0.06
C -1.5506 -1.1317 -0.7620 -0.42
O -2.5100 -1.7803 -1.1548 0.05
N -1.3948 0.1762 -1.0375 -0.04
C -0.4727 1.0818 -0.4027 -0.13
H 0.1378 0.5516 0.3267 0.12
C -1.2517 2.1994 0.3015 -0.16
N -2.0904 2.8838 -0.6585 -0.14
C -3.0620 1.9511 -1.1956 -0.16
C -2.3137 0.8416 -1.9333 -0.11
H -3.0079 0.0932 -2.3178 0.12
H -1.7407 1.2786 -2.7576 0.14
H -3.7157 2.4679 -1.8974 0.12
H -3.6807 1.4943 -0.4032 0.13
C -2.6037 4.1716 -0.2149 -0.33
C -2.9867 5.0429 -1.4147 -0.15
C -3.3402 6.4521 -0.9480 -0.20
C -4.4945 6.4086 0.0491 -0.21
C -4.1410 5.5204 1.2382 -0.20
C -3.7815 4.1134 0.7698 -0.15
H -3.5175 3.4928 1.6294 0.11
H -4.6472 3.6644 0.2788 0.12
H -4.9835 5.4756 1.9322 0.11
H -3.2912 5.9523 1.7727 0.11
H -4.7262 7.4179 0.3957 0.11
H -5.3843 6.0123 -0.4455 0.11
H -3.6139 7.0683 -1.8070 0.11
H -2.4682 6.9084 -0.4738 0.11
H -2.1520 5.0692 -2.1162 0.12
H -3.8478 4.6145 -1.9297 0.11
H -1.7643 4.6654 0.2914 0.15
H -0.5415 2.9103 0.7292 0.12
H -1.8393 1.7532 1.1263 0.13
H 0.1823 1.5156 -1.1646 0.13
H -1.9044 -2.7456 1.2831 0.14
H -0.3158 -3.9942 2.4759 0.16
H 3.5099 -1.8910 -0.6756 0.12
H 5.5452 -2.8676 -1.3410 0.13
H 7.9231 -2.5488 0.5617 0.08
H 7.6825 -3.8906 -0.5586 0.08
H 7.9558 -2.2569 -1.1848 0.08

Most stable structure, least stable structure: P, Q.

## P
18
Properties=species:S:1:pos:R:3:lowdin_charge:R:1 method="wB97M-V/def2-TZVPD" e_homo_ev=-2.595 homo_lumo_gap_ev=6.25 charge=-1 smiles="CN(C)C(=O)CC[S-]"
C -0.6450 -0.3695 -1.4846 -0.19
C 0.3518 -1.5724 -1.5399 -0.69
S -0.0541 -3.0124 -0.4338 0.08
C 0.0537 0.7507 -0.7395 -0.48
N -0.1367 0.9134 0.6174 -0.14
C -0.8058 -0.1362 1.4004 -0.09
C 0.8614 1.6278 1.3822 -0.08
O 0.6156 1.6511 -1.3612 0.01
H -1.5637 -0.6816 -0.9967 0.07
H -0.8710 0.0144 -2.4786 0.10
H 0.3442 -1.9470 -2.5569 0.02
H 1.3412 -1.2970 -1.1820 0.03
H -1.8161 -0.3226 1.0210 0.07
H -0.3902 -1.1431 1.2608 0.00
H -0.8406 0.1810 2.4379 0.07
H 1.3044 2.4078 0.7530 0.08
H 1.7833 1.0546 1.5404 0.09
H 0.4675 1.8809 2.3599 0.07

## Q
18
Properties=species:S:1:pos:R:3:lowdin_charge:R:1 method="wB97M-V/def2-TZVPD" e_homo_ev=-2.390 homo_lumo_gap_ev=5.60 charge=-1 smiles="O=CCNCCC[S-]"
C 0.4844 1.3456 0.9965 -0.33
C -0.4914 1.1781 2.1405 -0.85
S -0.2462 2.2951 3.5504 0.05
C 0.0408 0.6720 -0.2963 -0.26
N -0.1032 -0.7712 -0.1311 -0.07
C -0.4210 -1.4621 -1.3713 -0.22
C 0.8379 -1.8546 -2.0971 -0.26
O 1.0525 -2.9665 -2.5096 0.03
H 0.6433 2.4173 0.8095 0.09
H 1.4900 1.0143 1.2619 0.10
H -0.4702 0.1339 2.4457 0.03
H -1.4935 1.3651 1.7358 0.03
H -0.9047 1.1131 -0.6239 0.11
H 0.8340 0.8021 -1.0298 0.10
H -0.7871 -1.0103 0.5741 0.10
H -1.0640 -0.8460 -2.0351 0.12
H -0.9859 -2.3703 -1.1671 0.12
H 1.5844 -1.0557 -2.2533 0.12

Most stable structure, least stable structure: P, Q.

## P
12
Properties=species:S:1:pos:R:3:lowdin_charge:R:1 method="wB97M-V/def2-TZVPD" e_homo_ev=-11.275 homo_lumo_gap_ev=11.41 charge=0 smiles=O.O.O.O
H 0.4426 0.7525 0.5070 0.08
H -0.7694 1.3673 1.2226 0.03
H 1.3090 -1.8128 -2.0080 0.09
H 1.5687 -2.2079 -3.4269 -0.01
H -4.1549 0.0342 -0.4466 0.05
H -3.5090 0.5861 -1.7439 0.03
H 2.2989 0.1123 2.5458 0.07
H 3.2423 0.1991 3.8732 0.01
O -0.5655 0.9283 0.3860 -0.10
O 1.4690 -1.4114 -2.9518 -0.08
O -4.2056 0.7701 -1.1057 -0.08
O 2.8740 0.6820 3.1483 -0.08

## Q
12
Properties=species:S:1:pos:R:3:lowdin_charge:R:1 method="wB97M-V/def2-TZVPD" e_homo_ev=-10.483 homo_lumo_gap_ev=10.73 charge=0 smiles=O.O.O.O
O 0.3855 0.7648 0.1044 -0.07
H 0.8569 1.2825 0.7672 0.07
H -0.4739 0.5358 0.5236 0.02
O 0.4121 -2.2247 0.0162 -0.07
H 1.1999 -2.5879 0.4322 0.03
H 0.5657 -1.2670 -0.0091 -0.01
O -2.0316 0.2520 1.3465 -0.03
H -2.4029 1.0864 1.6581 0.06
H -2.4389 -0.4251 1.8987 0.07
O 1.6994 0.8094 -2.2742 -0.09
H 1.0763 0.8767 -3.0035 0.02
H 1.1516 0.8970 -1.4602 -0.02

Most stable structure, least stable structure: Q, P.